{"formula": "C8H15BBr2Cl3N2O2", "method": "the ωB97M-V functional and the def2-TZVPD basis", "homo_ha": -0.188, "e_above_lowest_kj_mol": 0.0, "lumo_energy_ev": 2.36, "total_charge": -1, "fmax_ev_per_a": 1.3, "e_tot_ha": -7127.3129, "multiplicity": 1, "elements": ["C", "C", "Br", "C", "Br", "B", "N", "C", "C", "C", "C", "O", "N", "O", "H", "H", "H", "H", "H", "H", "H", "H", "H", "H", "H", "H", "H", "H", "C", "Cl", "Cl", "Cl", "H"], "xyz": [[3.227, 1.501, -0.726], [3.616, 0.900, 0.595], [5.390, 1.448, 1.153], [2.829, 0.083, 1.310], [3.471, -0.548, 3.015], [1.317, -0.407, 0.819], [1.432, -1.005, -0.577], [0.206, 0.772, 0.988], [-1.123, 0.512, 0.267], [-1.031, 0.856, -1.232], [-2.191, 1.475, 0.829], [0.808, -1.491, 1.834], [1.309, -2.701, 1.636], [0.657, -3.564, 2.147], [2.264, 1.990, -0.626], [3.976, 2.197, -1.079], [3.098, 0.732, -1.479], [0.649, -1.587, -0.834], [2.301, -1.493, -0.725], [0.561, 1.755, 0.669], [-0.009, 0.861, 2.054], [-1.449, -0.508, 0.449], [-2.019, 0.973, -1.673], [-0.465, 1.780, -1.319], [-0.513, 0.099, -1.811], [-2.106, 2.412, 0.279], [-3.196, 1.105, 0.621], [-2.043, 1.688, 1.882], [-4.234, -2.026, -1.607], [-4.495, -2.910, -3.120], [-2.524, -1.871, -1.245], [-5.010, -0.440, -1.682], [-4.701, -2.589, -0.811]], "lowdin_charge": [-0.152, -0.768, 0.597, -0.561, 0.661, -0.852, 0.108, -0.100, -0.466, -0.137, -0.088, -0.094, -0.134, -0.037, 0.063, 0.040, 0.067, 0.036, 0.053, 0.091, 0.097, 0.056, 0.043, 0.076, 0.041, 0.070, 0.052, 0.066, -1.523, 0.504, 0.657, 0.523, 0.010]}